# 1
Formula: H3PS
Source: the OMol25 dataset
Level of theory: wB97M-V/def2-TZVPD

```
! RIJCOSX wB97M-V def2-TZVPD def2/J DEFGRID3
* xyz 0 1
P -0.416 0.555 0.223
S 0.514 -0.221 -1.382
H 0.152 1.881 0.229
H 0.382 0.022 1.303
H -0.632 -2.237 -0.372
*
```

**Kohn-Sham gap (spin up / spin down)**: 8.6 / 6.7 eV
**E_HOMO (spin up / spin down)**: -9.2373 / -8.9308 eV
**Energy above the lowest of the compared OMol25 structures with the same formula, charge and spin**: 85.5 kcal per mole
**LUMO energy (spin up / spin down)**: -0.646 / -2.259 eV
**DFT total energy**: -20168.6572 eV

---

# 2
Formula: H3PS4
Source: the OMol25 dataset
Level of theory: wB97M-V/def2-TZVPD

```
! RIJCOSX wB97M-V def2-TZVPD def2/J DEFGRID3
* xyz 0 3
P 0.618 0.286 -0.052
S 2.272 1.251 -0.414
S -2.431 1.143 -0.486
S 0.730 -1.766 -0.642
S 0.190 0.261 2.022
H -2.390 0.857 -1.784
H 2.050 -1.820 -0.469
H -1.039 -0.213 1.826
*
```

**Kohn-Sham gap (spin up / spin down)**: 8.8 / 6.1 eV
**E_HOMO (spin up / spin down)**: -8.3125 / -9.3443 eV
**Energy above the lowest of the compared OMol25 structures with the same formula, charge and spin**: 0.0 kcal per mole
**LUMO energy (spin up / spin down)**: 0.517 / -3.232 eV
**DFT total energy**: -52676.9948 eV
**<S²>**: 2.01

---

# 3
Formula: H3PSSi
Source: the OMol25 dataset
Level of theory: wB97M-V/def2-TZVPD

```
! RIJCOSX wB97M-V def2-TZVPD def2/J DEFGRID3
* xyz 0 1
Si 0.571 0.004 0.091
P -1.266 0.951 -0.768
S -2.644 -0.632 0.532
H 0.851 -1.051 -0.862
H 1.663 1.082 -0.505
H 0.825 -0.355 1.513
*
```

**Kohn-Sham gap (spin up / spin down)**: 6.1 / 6.1 eV
**E_HOMO (spin up / spin down)**: -9.0388 / -9.0399 eV
**SMILES**: [SiH3]P=S
**Energy above the lowest of the compared OMol25 structures with the same formula, charge and spin**: 51.2 kcal per mole
**LUMO energy (spin up / spin down)**: -2.965 / -2.957 eV
**DFT total energy**: -28046.6764 eV

---

# 4
Formula: H3PSSi
Source: the OMol25 dataset
Level of theory: wB97M-V/def2-TZVPD

```
! RIJCOSX wB97M-V def2-TZVPD def2/J DEFGRID3
* xyz 0 1
Si -0.509 0.534 -0.023
P -0.069 -1.588 -0.521
S 1.677 -1.951 0.366
H -1.591 1.153 -0.767
H -0.364 0.763 1.333
H 0.857 1.089 -0.388
*
```

**Kohn-Sham gap**: 6.7 eV
**E_HOMO**: -8.5329 eV
**SMILES**: [SiH3]P=S
**Energy above the lowest of the compared OMol25 structures with the same formula, charge and spin**: 4.7 kcal per mole
**LUMO energy**: -1.875 eV
**DFT total energy**: -28048.6948 eV

---

# 5
Formula: H41O20
Source: the OMol25 dataset
Level of theory: wB97M-V/def2-TZVPD

```
! RIJCOSX wB97M-V def2-TZVPD def2/J DEFGRID3
* xyz 1 1
O 1.033 -4.575 -2.223
H 1.999 -4.720 -2.172
O 0.809 -1.047 -1.774
H 0.449 -0.331 -1.220
H 1.707 -0.924 -1.418
O 3.841 2.615 -2.666
H 3.864 3.197 -3.436
H 3.080 2.114 -2.775
O 0.526 0.568 -4.462
H 1.343 0.018 -4.599
H 0.132 0.830 -5.377
O 2.870 3.583 3.055
H -4.214 -2.929 -0.004
H 3.479 3.898 2.408
O -3.250 -3.356 -0.366
H -2.006 -1.450 -2.274
H -2.409 -2.877 0.073
O -2.293 -2.335 -2.456
H -2.542 -2.908 -1.624
H -1.030 -2.585 -3.158
O -2.554 3.253 2.174
H -2.028 3.473 1.472
H -2.899 4.168 2.433
O -1.464 0.082 -0.085
H -1.112 -0.012 0.882
H 2.984 2.741 2.793
O -2.193 3.536 -1.191
H -2.174 2.885 -1.987
H -3.045 3.743 -1.258
O -0.238 3.362 0.646
H 0.605 2.934 0.528
H -0.695 3.634 -0.160
O 1.300 0.473 4.628
H 0.922 0.790 5.500
H 1.340 1.149 3.964
O -0.023 -4.656 0.786
H 0.474 -4.053 1.529
H -0.622 -5.278 1.331
O -0.113 2.808 3.348
H -0.777 3.095 2.721
H 0.568 3.476 3.094
O 0.638 1.620 -1.261
H 1.088 1.471 -2.048
H -0.364 1.789 -1.490
O -1.071 -0.134 3.918
H -0.788 0.649 4.353
H -0.239 -0.581 3.612
O -3.898 -0.837 2.043
H -3.311 -0.075 2.035
H -3.833 -1.289 2.860
O 0.084 -2.734 -3.453
H 0.316 -3.580 -2.771
H 0.256 -1.697 -3.497
O 1.167 -2.692 2.248
H 1.672 -2.026 1.904
H 1.955 -3.346 2.497
O 4.498 0.122 -2.623
H 5.125 0.742 -2.289
H 4.489 0.327 -3.593
H 0.853 -4.576 -1.223
H -1.961 0.865 0.086
*
```

**Kohn-Sham gap**: 9.8 eV
**E_HOMO**: -12.7271 eV
**Energy above the lowest of the compared OMol25 structures with the same formula, charge and spin**: 135.6 kcal per mole
**LUMO energy**: -2.975 eV
**DFT total energy**: -41605.9441 eV

---

# 6
Formula: H42O21
Source: the OMol25 dataset
Level of theory: wB97M-V/def2-TZVPD

```
! RIJCOSX wB97M-V def2-TZVPD def2/J DEFGRID3
* xyz 0 1
O 1.929 2.525 -1.844
H 1.964 2.333 -0.801
H 1.945 3.424 -1.787
O -0.238 0.656 -2.609
H -0.132 1.024 -3.524
H 0.459 1.249 -2.132
O -2.188 -2.961 -2.164
H -1.430 -2.333 -1.964
H -1.948 -3.865 -1.922
O -4.558 -1.886 1.487
H -4.753 -1.687 0.511
H -4.182 -2.786 1.335
O -2.184 2.337 -3.653
H -1.585 2.224 -2.994
H -1.834 1.817 -4.376
O -3.200 1.112 -1.370
H -3.165 0.683 -0.440
H -2.298 1.270 -1.770
O -4.135 -1.769 -0.914
H -3.524 -2.386 -1.409
H -4.481 -1.311 -1.699
O 0.875 -1.488 0.774
H 0.818 -2.185 0.138
H -0.067 -1.260 0.931
O 3.314 1.843 0.084
H 3.293 1.765 1.020
H 4.065 1.483 -0.309
O 5.190 0.167 -0.796
H 4.928 -0.259 -1.671
H 4.679 -0.133 -0.053
O 3.410 -1.106 0.793
H 2.883 -1.477 1.541
H 2.896 -0.688 0.252
O -1.054 2.766 2.273
H -0.717 3.482 2.730
H -1.492 3.082 1.550
O 2.297 -3.122 -2.665
H 2.613 -2.370 -2.104
H 2.427 -2.729 -3.531
O -2.291 -2.810 2.678
H -1.706 -2.277 2.215
H -2.894 -2.329 3.104
O 1.264 3.452 2.990
H 1.294 2.618 2.604
H 2.041 4.057 2.577
O 0.679 0.986 -0.044
H 1.293 0.232 0.012
H -0.153 0.712 0.346
O 3.077 0.012 -2.131
H 3.028 0.942 -2.047
H 2.303 -0.161 -1.645
O 1.418 0.481 3.972
H 0.374 0.447 4.099
H 1.561 1.248 4.677
O -2.245 -0.467 1.133
H -2.050 0.267 1.811
H -3.078 -0.999 1.138
O -1.492 0.648 3.764
H -2.358 0.749 4.266
H -1.587 1.529 3.308
O 0.166 -1.666 -1.693
H 0.291 -2.338 -2.500
H 0.015 -0.745 -2.027
*
```

**Kohn-Sham gap**: 10.4 eV
**E_HOMO**: -10.6327 eV
**Energy above the lowest of the compared OMol25 structures with the same formula, charge and spin**: 203.2 kcal per mole
**LUMO energy**: -0.236 eV
**DFT total energy**: -43677.0016 eV

---

# 7
Formula: H42O21
Source: the OMol25 dataset
Level of theory: wB97M-V/def2-TZVPD

```
! RIJCOSX wB97M-V def2-TZVPD def2/J DEFGRID3
* xyz 0 1
O -2.250 2.646 -2.588
H -2.330 1.827 -2.009
H -2.692 3.351 -2.099
O -1.275 -2.548 -0.148
H -1.823 -2.957 -0.962
H -0.583 -3.198 -0.293
O -1.048 -0.947 -3.688
H -0.203 -0.828 -4.000
H -1.610 -0.263 -4.006
O -3.054 -1.783 3.462
H -3.064 -1.800 2.428
H -2.208 -1.540 3.736
O 0.609 -4.809 -0.315
H 1.070 -4.272 -0.929
H -0.086 -5.257 -0.999
O -2.503 0.925 3.789
H -2.335 0.567 4.698
H -3.402 1.150 3.798
O -0.967 2.729 0.139
H -1.650 3.280 -0.394
H -0.997 3.064 1.035
O 3.166 -0.226 -2.934
H 3.071 -0.163 -1.937
H 3.706 -0.917 -3.045
O 2.199 -2.771 1.112
H 1.789 -2.916 0.349
H 2.015 -2.070 1.587
O -3.735 2.166 -0.008
H -4.464 2.217 0.607
H -2.926 1.685 0.428
O -0.415 0.027 4.216
H 0.519 -0.202 4.102
H -0.599 -0.791 3.780
O 4.414 2.202 -1.794
H 3.753 1.859 -2.362
H 4.463 1.598 -1.079
O 1.139 0.217 -4.476
H 1.600 -0.164 -3.752
H 1.919 0.304 -4.893
O -1.497 3.349 2.752
H -1.620 2.495 3.141
H -0.761 3.711 3.261
O 0.609 1.275 1.842
H 0.262 0.723 2.461
H -0.347 1.366 1.702
O -1.472 -3.287 -2.632
H -1.215 -2.527 -3.222
H -2.348 -3.453 -2.745
O 3.533 0.232 0.120
H 4.032 -0.004 0.862
H 3.257 1.142 0.335
O -0.445 -1.975 2.803
H -0.541 -2.930 2.830
H -0.829 -1.805 1.909
O 1.318 2.025 -1.597
H 1.030 1.607 -0.772
H 0.944 2.926 -1.394
O 2.547 -1.030 3.768
H 3.306 -1.050 4.190
H 2.409 -1.664 3.095
O -0.403 2.829 -4.608
H -1.115 2.747 -4.217
H 0.130 1.908 -4.441
*
```

**Kohn-Sham gap**: 9.7 eV
**E_HOMO**: -9.9302 eV
**Energy above the lowest of the compared OMol25 structures with the same formula, charge and spin**: 253.8 kcal per mole
**LUMO energy**: -0.209 eV
**DFT total energy**: -43674.8103 eV

---

# 8
Formula: H4I2Si2
Source: the OMol25 dataset
Level of theory: wB97M-V/def2-TZVPD

```
! RIJCOSX wB97M-V def2-TZVPD def2/J DEFGRID3
* xyz 0 1
I 2.211 -0.248 -2.296
Si 0.066 0.531 -1.392
Si 0.080 -0.315 1.207
I -2.234 -1.153 1.500
H 0.010 2.007 -1.198
H -0.995 -0.253 -1.806
H 0.665 -1.488 1.973
H 0.197 0.918 2.013
*
```

**Kohn-Sham gap**: 8.7 eV
**E_HOMO**: -8.8087 eV
**SMILES**: I[SiH2][SiH2]I
**Energy above the lowest of the compared OMol25 structures with the same formula, charge and spin**: 19.5 kcal per mole
**LUMO energy**: -0.155 eV
**DFT total energy**: -32021.5683 eV

---

# 9
Formula: H4N2
Source: the OMol25 dataset
Level of theory: wB97M-V/def2-TZVPD

```
! RIJCOSX wB97M-V def2-TZVPD def2/J DEFGRID3
* xyz 0 1
N -0.745 -0.143 0.157
N 0.782 -0.128 -0.155
H -0.968 0.879 -0.207
H -1.045 -0.786 -0.592
H 1.131 -0.652 0.625
H 0.845 0.830 0.171
*
```

**Kohn-Sham gap**: 10.5 eV
**E_HOMO**: -9.3176 eV
**SMILES**: NN
**Energy above the lowest of the compared OMol25 structures with the same formula, charge and spin**: 14.3 kcal per mole
**LUMO energy**: 1.219 eV
**DFT total energy**: -3043.3880 eV

---

# 10
Formula: H4N2O2
Source: the OMol25 dataset
Level of theory: wB97M-V/def2-TZVPD

```
! RIJCOSX wB97M-V def2-TZVPD def2/J DEFGRID3
* xyz 0 1
H -1.370 0.690 -2.755
N -1.043 0.866 -1.827
N -0.334 -0.102 -1.558
H -0.274 -0.672 -2.381
O 1.304 -0.592 1.622
O -0.045 -0.009 1.577
H 1.568 -0.097 2.447
H -0.355 -0.461 0.785
*
```

**Kohn-Sham gap**: 10.2 eV
**E_HOMO**: -9.6376 eV
**SMILES**: [H]/N=N\[H].OO
**Energy above the lowest of the compared OMol25 structures with the same formula, charge and spin**: 32.1 kcal per mole
**LUMO energy**: 0.514 eV
**DFT total energy**: -7135.0255 eV